1.
Molecular formula: C8H24ClINOP2Sc
Method: DFT, ωB97M-V/def2-TZVPD

Computed properties:
HOMO-LUMO gap, Ha: 0.2537
Charge: +2
E_tot, eV: -72109.7950
Spin multiplicity: 1

```
39
Properties=species:S:1:pos:R:3:nbo_charge:R:1
C -0.89 0.11 -2.00 -0.7216
C -2.30 -0.34 -2.42 0.3349
H -0.35 0.43 -2.91 0.2787
H -0.32 -0.74 -1.56 0.2058
H -0.96 0.90 -1.24 0.1912
O -2.43 -0.42 -3.63 -0.4675
I -3.86 -0.80 -1.21 0.2107
Sc 1.70 0.43 0.74 1.8123
P 0.30 2.63 0.81 0.7449
C -1.37 3.26 1.01 -0.9492
C 1.10 3.08 2.33 -1.0045
H 1.11 4.16 2.39 0.2927
H 0.83 4.73 -0.24 0.2753
H 2.12 2.73 2.46 0.2647
H 1.91 3.44 -0.83 0.2561
H -1.90 2.80 1.83 0.2598
H 0.54 2.78 3.20 0.2840
C 0.88 3.68 -0.54 -0.9510
H -1.35 4.33 1.20 0.2905
H 0.22 3.54 -1.42 0.2740
H -1.97 3.12 0.12 0.2741
P 0.58 -2.45 -0.13 0.7527
C -1.03 -3.37 -0.28 -0.9140
C 1.21 -2.95 -1.75 -0.9433
H 2.41 -3.18 1.21 0.2527
H 1.46 -4.56 0.63 0.2641
H 0.87 -3.59 1.97 0.2574
C 1.41 -3.55 1.03 -0.9453
H 2.21 -2.53 -1.87 0.2480
H 1.27 -4.04 -1.76 0.2633
H -0.78 -4.41 -0.53 0.2683
H -1.68 -2.96 -1.08 0.2499
H 0.55 -2.61 -2.55 0.2572
H -1.58 -3.34 0.66 0.2476
Cl 3.86 0.08 1.48 -0.4934
N -0.63 -0.02 1.24 -1.1641
H -1.31 0.75 1.33 0.3978
H -0.94 -0.68 1.97 0.4211
H -0.93 -0.45 0.35 0.4243
```



2.
Molecular formula: C8H24IO8
Method: DFT, ωB97M-V/def2-TZVPD

Computed properties:
HOMO-LUMO gap, Ha: 0.2872
Charge: -1
E_tot, eV: -33166.4866
Spin multiplicity: 1

```
41
Properties=species:S:1:pos:R:3:nbo_charge:R:1
I -3.82 -9.20 11.78 -0.9198
C -5.74 -11.79 15.20 -0.0879
C -4.31 -12.25 14.99 -0.0760
O -3.52 -11.10 14.71 -0.7282
O -5.83 -10.89 16.30 -0.7224
H -6.36 -12.68 15.43 0.1433
H -6.18 -11.33 14.31 0.1726
H -4.32 -13.00 14.19 0.1543
H -3.85 -12.72 15.85 0.1729
H -3.98 -10.54 14.06 0.4911
H -6.69 -10.96 16.70 0.4586
C -4.18 -3.97 9.02 -0.0812
C -3.83 -5.10 9.98 -0.0871
O -3.89 -6.34 9.32 -0.7471
O -3.24 -3.94 7.93 -0.7375
H -4.07 -2.99 9.49 0.1713
H -5.17 -3.94 8.56 0.1628
H -4.60 -5.11 10.76 0.1605
H -2.89 -4.85 10.49 0.1643
H -3.66 -7.03 9.96 0.5088
H -3.48 -4.63 7.31 0.4694
C -3.70 -13.56 7.83 -0.0880
C -4.26 -12.77 9.00 -0.0840
O -3.34 -12.43 10.01 -0.7373
O -4.47 -13.41 6.64 -0.7240
H -3.42 -14.61 7.98 0.1723
H -2.70 -13.14 7.64 0.1568
H -5.09 -13.37 9.42 0.1447
H -4.73 -11.87 8.59 0.1672
H -3.62 -11.55 10.32 0.5079
H -4.17 -12.59 6.24 0.4656
C -0.69 -5.70 14.86 -0.0800
C -1.22 -6.46 13.67 -0.0805
O -1.32 -7.83 13.99 -0.7394
O 0.55 -6.25 15.31 -0.7035
H -1.43 -5.63 15.67 0.1555
H -0.62 -4.64 14.56 0.1467
H -0.51 -6.35 12.84 0.1510
H -2.18 -6.06 13.33 0.1694
H -1.88 -8.25 13.31 0.5007
H 1.03 -5.50 15.66 0.4566
```



3.
Molecular formula: C8H24LiO4S4
Method: DFT, ωB97M-V/def2-TZVPD

Computed properties:
HOMO-LUMO gap, Ha: 0.3630
Charge: +1
E_tot, eV: -60410.7162
Spin multiplicity: 1

```
41
Properties=species:S:1:pos:R:3:nbo_charge:R:1
Li -0.17 0.51 0.41 0.8754
C 0.27 4.85 1.41 -0.7426
S 1.17 3.45 0.80 1.2714
O 0.15 2.33 0.82 -1.0339
C 1.52 3.96 -0.80 -0.8603
H -0.60 4.81 1.03 0.2218
H 0.74 5.86 1.23 0.2333
H 0.22 4.64 2.27 0.2021
H 1.84 3.16 -1.36 0.2414
H 1.92 4.97 -0.85 0.2653
H 0.62 4.19 -1.23 0.2358
C -3.38 -1.49 0.01 -0.8759
S -3.13 0.02 -0.84 1.3223
O -1.68 0.19 -0.86 -1.0328
C -3.68 -0.61 -2.44 -0.8433
H -3.38 -1.40 1.07 0.2561
H -2.51 -2.04 -0.43 0.2296
H -4.27 -2.08 -0.05 0.2549
H -2.86 -1.40 -2.77 0.2296
H -3.87 0.23 -3.21 0.2535
H -4.58 -1.03 -2.53 0.2374
C 1.76 -0.53 -2.74 -0.8582
S 2.45 -0.85 -1.14 1.2465
O 1.35 -0.41 -0.14 -1.0442
C 2.18 -2.62 -1.36 -0.8013
H 2.14 -1.10 -3.65 0.2592
H 1.96 0.47 -2.97 0.2361
H 0.57 -0.82 -2.65 0.2634
H 1.06 -2.74 -1.44 0.2437
H 2.48 -3.25 -0.37 0.2491
H 2.75 -2.79 -2.23 0.2340
C 1.62 -1.17 3.36 -0.7498
S -0.20 -1.44 3.02 1.2444
O -0.64 -0.44 1.97 -1.0463
C -0.04 -2.92 2.12 -0.7896
H 1.94 -1.95 3.78 0.2031
H 1.81 -0.34 4.05 0.2469
H 2.05 -0.92 2.49 0.2293
H -0.85 -3.28 1.72 0.2374
H 0.55 -3.50 2.91 0.2263
H 0.72 -2.53 1.59 0.2293
```



4.
Molecular formula: C8H24LiO4S4
Method: DFT, ωB97M-V/def2-TZVPD

Computed properties:
HOMO-LUMO gap, Ha: 0.3624
Charge: +1
E_tot, eV: -60411.1149
Spin multiplicity: 1

```
41
Properties=species:S:1:pos:R:3:nbo_charge:R:1
Li 35.28 31.29 3.34 0.8623
C 31.81 30.25 1.40 -0.8602
S 33.07 31.44 1.39 1.2965
O 34.04 31.18 2.54 -1.0296
C 33.87 30.70 -0.04 -0.8356
H 32.15 29.25 1.42 0.2443
H 31.13 30.20 0.59 0.2623
H 31.33 30.31 2.31 0.2483
H 34.09 29.63 0.12 0.2426
H 34.72 31.14 -0.38 0.2273
H 33.26 30.74 -0.99 0.2496
C 39.03 33.25 2.08 -0.7909
S 38.39 31.54 2.20 1.2627
O 37.14 31.45 3.05 -1.0225
C 37.83 31.55 0.51 -0.8563
H 39.39 33.54 3.08 0.2424
H 38.12 33.92 1.96 0.2281
H 39.68 33.30 1.30 0.2407
H 38.70 31.62 -0.19 0.2502
H 37.13 32.25 0.37 0.2205
H 37.44 30.74 -0.05 0.2612
C 33.96 30.39 6.73 -0.7932
S 34.75 29.05 5.78 1.2390
O 35.00 29.84 4.45 -1.0386
C 36.36 29.10 6.60 -0.7956
H 32.99 30.64 6.00 0.2557
H 34.38 31.31 6.81 0.2225
H 33.71 29.86 7.80 0.2341
H 36.82 30.15 6.99 0.2384
H 37.01 28.90 5.89 0.2288
H 36.26 28.22 7.25 0.2357
C 35.49 35.27 4.43 -0.8038
S 35.32 33.78 5.41 1.2693
O 34.84 32.68 4.56 -1.0218
C 37.06 33.37 5.76 -0.8222
H 35.99 36.17 5.04 0.2549
H 34.54 35.42 4.39 0.2126
H 35.95 35.06 3.41 0.2316
H 37.32 33.86 6.74 0.2439
H 37.72 33.64 4.90 0.2229
H 37.12 32.34 5.75 0.2417
```



5.
Molecular formula: C8H24N2O3
Method: DFT, ωB97M-V/def2-TZVPD

Computed properties:
HOMO-LUMO gap (alpha / beta), Ha: 0.3819 / 0.1838
Charge: +1
E_tot, eV: -17797.8137
Spin multiplicity: 2

```
37
Properties=species:S:1:pos:R:3:lowdin_spin:R:1
C 1.10 -3.45 -0.15 0.0035
C 0.29 -2.11 -0.14 0.0025
C 1.16 -0.94 -0.64 0.0010
O 2.13 -0.63 0.40 0.0015
C 2.85 0.56 0.00 0.0002
N -0.92 -2.22 -0.96 0.0502
H 0.52 -4.29 0.23 0.0001
H 1.89 -3.33 0.59 0.0008
H 1.47 -3.68 -1.15 0.0000
H 0.06 -1.82 0.89 0.0001
H 0.56 -0.04 -0.78 0.0013
H 1.63 -1.22 -1.58 0.0000
H 3.64 0.89 0.67 0.0000
H 2.13 1.38 -0.07 0.0001
H 3.36 0.31 -0.93 0.0000
H -1.36 -3.05 -0.59 0.0016
H -0.72 -2.57 -1.88 0.0000
C -2.17 2.68 -1.82 0.0281
C -1.66 1.46 -1.10 0.1127
C -1.59 1.49 0.46 0.0084
O -0.60 2.42 0.90 0.0009
C -0.28 2.28 2.31 0.0003
N -2.46 0.29 -1.51 0.6789
H -2.07 2.61 -2.90 0.0001
H -1.61 3.55 -1.45 -0.0004
H -3.19 2.87 -1.51 0.0040
H -0.68 1.35 -1.57 0.0639
H -1.26 0.51 0.83 -0.0001
H -2.56 1.78 0.87 0.0010
H 0.43 3.08 2.54 0.0000
H 0.20 1.36 2.64 0.0000
H -1.14 2.50 2.95 0.0002
H -2.45 0.10 -2.50 0.0205
H -2.02 -0.51 -1.09 0.0184
O 1.99 -1.22 2.99 0.0001
H 1.05 -1.39 2.93 0.0000
H 2.26 -0.98 2.10 0.0000
```



6.
Molecular formula: C8H24N2O3SSb
Method: DFT, ωB97M-V/def2-TZVPD

Computed properties:
HOMO-LUMO gap, Ha: 0.2836
Charge: -1
E_tot, eV: -35178.8640
Spin multiplicity: 1

```
39
Properties=species:S:1:pos:R:3:nbo_charge:R:1
C -1.88 -0.44 -3.85 -0.6342
C -0.81 -0.35 -2.75 -0.0602
O 0.49 -0.43 -3.29 -0.5458
C 1.29 -1.49 -2.83 -0.0788
C 2.17 -1.11 -1.63 -0.0796
O 1.57 -0.17 -0.79 -0.8951
Sb 1.17 -0.76 1.15 1.5361
S 0.10 -2.96 0.41 -0.6664
C 0.87 -1.37 3.25 -0.5830
N 0.03 -0.48 4.09 -0.8431
C -0.73 0.32 0.92 -0.7961
C -0.61 1.70 0.33 0.0555
O -1.94 2.13 -0.07 -0.7530
C -0.02 2.74 1.25 -0.2548
N -0.79 2.98 2.48 -0.8577
H -1.47 -0.20 -4.82 0.2101
H -2.70 0.21 -3.58 0.2015
H -2.28 -1.45 -3.87 0.1931
H -0.99 -1.13 -2.03 0.1790
H -0.90 0.60 -2.23 0.1775
H 1.95 -1.76 -3.65 0.1577
H 0.71 -2.38 -2.59 0.1708
H 2.48 -2.01 -1.10 0.1680
H 3.07 -0.66 -2.05 0.1407
H 2.68 -1.67 1.13 -0.2263
H 2.05 0.65 1.74 -0.2767
H -1.20 -2.65 0.26 0.1175
H 0.43 -2.36 3.25 0.2016
H 1.85 -1.45 3.72 0.1804
H 0.11 0.47 3.72 0.3329
H -0.94 -0.74 3.91 0.3419
H -1.34 0.37 1.82 0.2001
H -1.29 -0.24 0.19 0.2274
H -0.01 1.66 -0.57 0.2024
H -2.05 3.05 0.22 0.4566
H 1.00 2.51 1.50 0.2256
H 0.03 3.69 0.70 0.1641
H -1.74 2.65 2.38 0.3553
H -0.37 2.52 3.27 0.3551
```



Number 1: strongest force on any atom 4.474 eV/A. Number 2: strongest force on any atom 2.351 eV/A. Number 3: strongest force on any atom 12.275 eV/A. Number 4: strongest force on any atom 6.806 eV/A. Number 5: strongest force on any atom 3.439 eV/A. Number 6: strongest force on any atom 1.083 eV/A.